1.
{
  "formula": "C48H68CsN4P3Si2",
  "method": "wB97M-V/def2-TZVPD",
  "species": ["Cs", "C", "Si", "C", "C", "N", "P", "C", "P", "N", "Si", "C", "C", "C", "C", "C", "C", "C", "C", "C", "C", "C", "C", "C", "C", "C", "C", "C", "C", "C", "C", "C", "C", "C", "C", "C", "C", "C", "H", "H", "H", "H", "H", "H", "H", "H", "H", "H", "H", "H", "H", "H", "H", "H", "H", "H", "H", "H", "H", "H", "H", "H", "H", "H", "H", "H", "H", "H", "H", "H", "H", "H", "H", "H", "H", "H", "N", "C", "N", "C", "C", "C", "C", "C", "C", "H", "H", "H", "H", "H", "H", "C", "C", "C", "P", "C", "C", "C", "C", "C", "C", "H", "H", "H", "H", "H", "H", "H", "H", "H", "H", "H", "H", "H", "H", "H", "H", "H", "H", "H", "H", "H", "C", "H", "H", "H"],
  "coordinates": [[-0.456, -0.429, -0.291], [-0.714, -5.073, 3.186], [0.151, -4.247, 1.713], [-0.751, -4.889, 0.189], [1.878, -5.021, 1.683], [0.188, -2.561, 1.627], [0.387, -1.515, 2.832], [0.637, 0.018, 2.207], [0.335, 1.518, 2.885], [0.174, 2.631, 1.736], [-0.072, 4.288, 1.877], [-0.694, 5.039, 3.506], [-1.368, 4.842, 0.617], [1.517, 5.244, 1.498], [-1.146, 1.717, 3.978], [-1.180, 1.655, 5.366], [-2.357, 1.906, 6.068], [-3.536, 2.173, 5.392], [-3.536, 2.177, 4.001], [-2.354, 1.958, 3.308], [1.760, 2.138, 3.936], [1.750, 3.009, 5.026], [2.937, 3.489, 5.582], [4.163, 3.116, 5.057], [4.198, 2.252, 3.965], [3.017, 1.773, 3.419], [1.854, -2.167, 3.796], [1.880, -3.043, 4.880], [3.085, -3.529, 5.388], [4.291, -3.153, 4.819], [4.289, -2.285, 3.730], [3.089, -1.802, 3.231], [-1.021, -1.764, 4.002], [-2.261, -2.080, 3.436], [-3.386, -2.277, 4.224], [-3.291, -2.176, 5.607], [-2.076, -1.841, 6.183], [-0.960, -1.609, 5.384], [-0.744, -6.162, 3.050], [-1.741, -4.711, 3.298], [-0.186, -4.863, 4.124], [-0.672, -5.984, 0.111], [-0.341, -4.445, -0.726], [-1.816, -4.627, 0.225], [1.831, -6.098, 1.466], [2.394, -4.885, 2.643], [2.488, -4.540, 0.907], [-1.587, 4.519, 3.872], [-0.948, 6.097, 3.363], [0.074, 4.979, 4.286], [-2.368, 4.531, 0.943], [-1.178, 4.386, -0.359], [-1.376, 5.936, 0.494], [2.240, 5.135, 2.318], [1.322, 6.318, 1.346], [1.986, 4.845, 0.587], [-0.281, 1.406, 5.914], [-2.354, 1.870, 7.152], [-4.452, 2.358, 5.943], [-4.457, 2.363, 3.460], [-2.331, 2.011, 2.225], [0.813, 3.349, 5.442], [2.896, 4.169, 6.427], [5.083, 3.494, 5.491], [5.152, 1.954, 3.542], [3.026, 1.090, 2.575], [0.955, -3.383, 5.326], [3.075, -4.214, 6.229], [5.226, -3.533, 5.216], [5.226, -1.991, 3.271], [3.068, -1.121, 2.385], [-2.313, -2.206, 2.359], [-4.336, -2.522, 3.762], [-4.163, -2.338, 6.231], [-2.000, -1.729, 7.259], [-0.026, -1.307, 5.844], [-2.604, 2.935, -4.091], [-2.231, 1.934, -3.231], [-1.173, 2.225, -2.549], [-0.795, 3.493, -2.970], [0.276, 4.283, -2.569], [0.423, 5.521, -3.166], [-0.476, 5.975, -4.145], [-1.549, 5.205, -4.550], [-1.690, 3.963, -3.942], [-3.395, 2.919, -4.703], [-2.754, 0.983, -3.177], [0.950, 3.936, -1.791], [1.242, 6.162, -2.864], [-0.331, 6.951, -4.591], [-2.241, 5.558, -5.306], [4.396, -1.308, -4.156], [3.496, -1.520, -2.939], [4.196, -2.348, -1.855], [2.679, -0.074, -2.099], [4.026, 0.863, -1.220], [3.383, 2.135, -0.641], [5.363, 1.160, -1.899], [2.032, 1.019, -3.457], [2.977, 1.873, -4.302], [1.083, 0.178, -4.327], [4.798, -2.275, -4.486], [5.243, -0.654, -3.939], [3.844, -0.880, -4.994], [2.626, -2.096, -3.271], [5.135, -1.878, -1.541], [4.432, -3.350, -2.227], [3.562, -2.460, -0.970], [4.232, 0.203, -0.372], [3.199, 2.875, -1.429], [4.043, 2.597, 0.100], [2.429, 1.922, -0.141], [5.244, 1.700, -2.839], [5.925, 0.245, -2.101], [5.977, 1.780, -1.233], [1.392, 1.705, -2.893], [3.727, 1.274, -4.824], [3.495, 2.623, -3.700], [2.392, 2.413, -5.057], [1.638, -0.471, -5.011], [0.455, 0.842, -4.933], [0.407, -0.451, -3.731], [-1.768, -2.145, -3.287], [-0.942, -2.778, -3.666], [-2.087, -1.465, -4.105], [-2.617, -2.799, -3.023]],
  "orbital_gap_ev": 3.74,
  "de_lowest_kj_mol": 142.85,
  "total_charge": -2
}

***

2.
{
  "formula": "C48H72BCl16F4O14S6",
  "method": "wB97M-V/def2-TZVPD",
  "species": ["O", "C", "O", "B", "O", "C", "O", "O", "C", "O", "C", "O", "O", "F", "C", "C", "C", "C", "C", "C", "H", "H", "H", "H", "H", "F", "C", "C", "C", "C", "C", "C", "H", "H", "H", "H", "H", "F", "C", "C", "C", "C", "C", "C", "H", "H", "H", "H", "H", "F", "C", "C", "C", "C", "C", "C", "H", "H", "H", "H", "H", "C", "S", "O", "C", "H", "H", "H", "H", "H", "H", "C", "S", "O", "C", "H", "H", "H", "H", "H", "H", "C", "S", "O", "C", "H", "H", "H", "H", "H", "H", "C", "S", "O", "C", "H", "H", "H", "H", "H", "H", "C", "S", "O", "C", "H", "H", "H", "H", "H", "H", "C", "S", "O", "C", "H", "H", "H", "H", "H", "H", "C", "Cl", "Cl", "H", "H", "C", "Cl", "Cl", "H", "H", "C", "Cl", "Cl", "H", "H", "C", "Cl", "Cl", "H", "H", "C", "Cl", "Cl", "H", "H", "C", "Cl", "Cl", "H", "H", "C", "Cl", "Cl", "H", "H", "C", "Cl", "Cl", "H", "H"],
  "coordinates": [[-1.437, 2.079, -4.441], [-1.108, 2.140, -3.296], [-0.872, 1.103, -2.497], [-0.337, 1.458, -1.201], [-0.409, 2.928, -1.191], [-0.806, 3.369, -2.412], [-0.806, 4.504, -2.774], [1.043, 1.040, -0.945], [1.080, 0.133, -0.005], [2.001, -0.524, 0.354], [-0.397, -0.040, 0.493], [-1.160, 0.813, -0.183], [-0.806, -0.864, 1.270], [-0.377, -9.066, 4.425], [-0.341, -7.878, 5.062], [0.381, -6.818, 4.496], [0.228, -5.520, 5.058], [-0.476, -5.356, 6.244], [-1.043, -6.462, 6.900], [-0.962, -7.709, 6.270], [1.004, -6.968, 3.637], [0.721, -4.719, 4.576], [-0.596, -4.338, 6.585], [-1.639, -6.307, 7.789], [-1.369, -8.676, 6.722], [2.385, 5.372, -4.350], [2.148, 4.431, -5.285], [3.312, 3.887, -5.857], [3.130, 2.835, -6.725], [1.810, 2.414, -7.051], [0.715, 3.068, -6.542], [0.859, 4.095, -5.619], [4.246, 4.167, -5.436], [4.028, 2.305, -7.098], [1.725, 1.667, -7.778], [-0.229, 2.793, -6.929], [0.022, 4.584, -5.153], [1.099, 10.260, 0.418], [0.865, 8.864, 0.334], [1.081, 8.211, -0.847], [0.822, 6.845, -0.884], [0.234, 6.230, 0.222], [-0.110, 6.971, 1.327], [0.205, 8.310, 1.431], [1.580, 8.764, -1.645], [0.926, 6.234, -1.769], [0.011, 5.175, 0.209], [-0.641, 6.499, 2.158], [-0.072, 8.969, 2.257], [2.986, -0.432, 7.422], [2.524, 0.249, 6.369], [2.868, 1.601, 6.210], [2.441, 2.256, 5.079], [1.659, 1.544, 4.144], [1.379, 0.162, 4.269], [1.798, -0.470, 5.439], [3.555, 1.930, 6.956], [2.645, 3.280, 4.858], [1.236, 2.103, 3.284], [0.738, -0.317, 3.560], [1.681, -1.564, 5.522], [5.117, 1.910, 2.623], [6.400, 3.239, 2.728], [6.830, 3.534, 1.375], [5.495, 4.637, 3.391], [4.847, 1.522, 3.602], [5.599, 1.060, 2.145], [4.170, 2.231, 2.114], [4.524, 4.924, 2.917], [6.153, 5.535, 3.388], [5.356, 4.463, 4.478], [-3.899, -5.841, -0.867], [-2.934, -6.001, 0.539], [-2.457, -4.623, 0.956], [-4.362, -6.380, 1.643], [-4.643, -5.068, -0.670], [-4.328, -6.784, -1.192], [-3.289, -5.440, -1.631], [-5.131, -5.633, 1.504], [-3.961, -6.410, 2.656], [-4.704, -7.419, 1.360], [3.773, -2.760, -2.638], [4.681, -3.880, -3.751], [3.808, -4.140, -4.902], [4.620, -5.390, -2.666], [3.638, -1.877, -3.230], [4.308, -2.379, -1.740], [2.732, -3.127, -2.445], [3.623, -5.825, -2.860], [4.716, -5.268, -1.586], [5.529, -5.900, -3.023], [6.209, -5.426, 3.299], [6.915, -3.746, 3.260], [6.662, -3.127, 4.531], [8.600, -4.326, 3.256], [5.144, -5.264, 3.517], [6.510, -6.068, 4.134], [6.336, -5.878, 2.362], [8.748, -5.009, 2.427], [8.765, -4.862, 4.206], [9.256, -3.484, 3.128], [-6.197, -0.180, -0.801], [-5.682, -0.503, 0.831], [-4.505, 0.472, 1.151], [-6.965, 0.087, 1.865], [-6.314, 0.888, -1.035], [-7.206, -0.665, -0.924], [-5.466, -0.556, -1.485], [-7.886, -0.401, 1.658], [-7.044, 1.162, 1.840], [-6.672, -0.055, 2.910], [-2.618, -2.152, -1.259], [-2.931, -2.739, -2.902], [-4.053, -1.866, -3.470], [-1.442, -2.296, -3.660], [-3.379, -2.567, -0.622], [-2.782, -1.057, -1.133], [-1.701, -2.545, -0.813], [-1.129, -1.240, -3.473], [-1.575, -2.433, -4.742], [-0.692, -2.982, -3.188], [-2.799, -1.810, 3.215], [-4.506, -2.274, 3.568], [-1.910, -1.687, 4.715], [-2.435, -2.591, 2.548], [-2.866, -0.874, 2.624], [-4.762, 6.900, -0.837], [-3.386, 6.330, -1.793], [-4.558, 8.559, -0.354], [-5.680, 6.890, -1.431], [-4.797, 6.269, 0.060], [-2.731, 4.631, -5.820], [-2.103, 6.107, -6.605], [-3.421, 3.523, -7.016], [-1.906, 4.140, -5.339], [-3.564, 4.837, -5.135], [-3.315, -0.110, -6.054], [-1.638, -0.456, -6.691], [-4.567, -0.346, -7.320], [-3.428, -0.764, -5.179], [-3.389, 0.936, -5.890], [-2.678, 2.842, 2.452], [-3.931, 4.066, 2.133], [-1.107, 3.667, 2.548], [-2.995, 2.327, 3.337], [-2.676, 2.106, 1.627], [-4.261, 2.698, -1.516], [-4.367, 2.200, -3.207], [-5.825, 3.470, -1.114], [-4.000, 1.867, -0.855], [-3.493, 3.443, -1.425], [1.520, 0.053, -4.331], [2.305, -1.229, -5.259], [2.737, 1.309, -3.928], [0.665, 0.465, -4.909], [1.248, -0.377, -3.369], [0.804, -4.476, 0.914], [0.508, -4.634, -0.811], [2.245, -5.414, 1.421], [0.813, -3.416, 1.093], [-0.044, -4.884, 1.406]],
  "orbital_gap_ev": 8.45,
  "total_charge": -1
}

***

3.
{
  "formula": "C48H72N5RuSSb2",
  "method": "wB97M-V/def2-TZVPD",
  "species": ["Ru", "C", "C", "N", "C", "C", "N", "C", "C", "C", "N", "C", "C", "N", "C", "H", "H", "H", "H", "H", "H", "H", "H", "H", "H", "H", "H", "H", "H", "H", "H", "H", "H", "H", "H", "H", "H", "H", "H", "S", "Sb", "C", "C", "C", "C", "C", "C", "C", "C", "C", "C", "C", "C", "C", "C", "C", "C", "C", "C", "H", "H", "H", "H", "H", "H", "H", "H", "H", "H", "H", "H", "H", "H", "H", "C", "C", "C", "C", "Sb", "C", "C", "C", "C", "C", "C", "C", "C", "H", "H", "H", "H", "H", "H", "H", "H", "H", "H", "H", "H", "H", "H", "H", "H", "H", "H", "H", "H", "H", "H", "H", "H", "H", "H", "H", "C", "C", "C", "C", "C", "C", "C", "C", "N", "H", "H", "H", "H", "H", "H"],
  "coordinates": [[-1.476, -0.726, 1.021], [0.874, -3.492, -0.228], [1.462, -2.358, 0.599], [0.549, -1.848, 1.632], [0.307, -2.796, 2.731], [-1.130, -3.272, 2.747], [-2.033, -2.138, 2.952], [-3.401, -2.573, 3.273], [-4.185, -3.058, 2.067], [-4.687, -1.917, 1.193], [-3.684, -1.403, 0.243], [-3.590, -2.210, -0.987], [-2.347, -3.075, -1.061], [-1.153, -2.242, -0.958], [0.072, -2.938, -1.390], [0.249, -4.153, 0.379], [1.691, -4.094, -0.628], [1.691, -1.524, -0.066], [2.394, -2.691, 1.067], [0.976, -1.005, 2.002], [0.533, -2.324, 3.689], [0.959, -3.666, 2.637], [-1.251, -4.020, 3.540], [-1.370, -3.736, 1.790], [-1.688, -1.620, 3.755], [-3.927, -1.726, 3.717], [-3.364, -3.376, 4.016], [-5.047, -3.617, 2.433], [-3.584, -3.748, 1.473], [-5.012, -1.091, 1.830], [-5.559, -2.268, 0.633], [-3.999, -0.480, -0.043], [-3.574, -1.536, -1.845], [-4.464, -2.858, -1.084], [-2.374, -3.595, -2.026], [-2.334, -3.836, -0.279], [-1.284, -1.452, -1.583], [0.703, -2.228, -1.928], [-0.181, -3.745, -2.084], [1.684, 0.293, -1.844], [3.582, -0.069, -3.062], [3.579, 1.245, -4.729], [2.551, 2.165, -4.867], [2.543, 3.009, -5.969], [3.555, 2.925, -6.915], [4.585, 2.007, -6.763], [4.603, 1.161, -5.664], [3.406, -2.062, -3.794], [4.296, -3.085, -3.496], [4.032, -4.371, -3.952], [2.880, -4.631, -4.678], [1.996, -3.603, -4.978], [2.259, -2.316, -4.538], [5.265, 0.322, -1.813], [5.171, 1.470, -1.036], [6.207, 1.804, -0.178], [7.325, 0.985, -0.089], [7.418, -0.154, -0.874], [6.390, -0.489, -1.746], [1.766, 2.224, -4.122], [1.750, 3.736, -6.083], [3.542, 3.579, -7.776], [5.381, 1.955, -7.494], [5.411, 0.448, -5.545], [5.195, -2.897, -2.926], [4.730, -5.169, -3.738], [2.677, -5.635, -5.027], [1.105, -3.801, -5.560], [1.582, -1.503, -4.779], [4.298, 2.108, -1.114], [6.147, 2.710, 0.410], [8.135, 1.248, 0.578], [8.299, -0.779, -0.821], [6.494, -1.359, -2.380], [-3.791, 2.119, 2.108], [-2.976, 2.267, 3.390], [-3.007, 3.700, 3.901], [-3.521, 1.316, 4.448], [-0.905, 1.590, 2.835], [0.083, 3.326, 1.771], [1.208, 2.689, 0.965], [0.629, 4.322, 2.784], [-0.900, 4.032, 0.848], [0.201, 1.281, 4.780], [-0.018, 2.450, 5.726], [-0.323, -0.003, 5.415], [1.675, 1.104, 4.432], [-4.851, 2.295, 2.318], [-3.685, 1.105, 1.707], [-3.478, 2.842, 1.352], [-4.031, 3.964, 4.182], [-2.682, 4.410, 3.143], [-2.378, 3.828, 4.782], [-4.588, 1.508, 4.598], [-3.028, 1.455, 5.410], [-3.412, 0.273, 4.136], [1.941, 2.199, 1.610], [1.727, 3.464, 0.392], [0.833, 1.955, 0.253], [1.365, 3.872, 3.448], [-0.169, 4.765, 3.381], [1.123, 5.135, 2.243], [-1.293, 3.378, 0.071], [-0.372, 4.844, 0.338], [-1.725, 4.483, 1.397], [-1.069, 2.552, 5.997], [0.330, 3.393, 5.308], [0.541, 2.269, 6.650], [-1.396, 0.038, 5.602], [0.173, -0.157, 6.377], [-0.099, -0.872, 4.792], [2.121, 2.023, 4.051], [1.825, 0.316, 3.688], [2.230, 0.819, 5.330], [-1.728, 0.861, -0.814], [-2.593, 0.758, -1.931], [-3.929, 1.214, -1.876], [-4.754, 1.136, -2.973], [-4.286, 0.571, -4.165], [-2.968, 0.105, -4.241], [-2.141, 0.195, -3.147], [-5.152, 0.486, -5.295], [-5.864, 0.422, -6.194], [-2.055, 1.455, 0.028], [-0.662, 0.689, -0.947], [-4.293, 1.666, -0.959], [-5.766, 1.517, -2.936], [-2.608, -0.319, -5.169], [-1.109, -0.139, -3.207]],
  "orbital_gap_ev": [7.06, 6.02],
  "multiplicity": 2,
  "total_charge": 2
}

***

Record-wise E values, in eV: -101012.25103 -356528.74405 -84871.29479